(a)
Formula: C4H13N2
Source: the OMol25 dataset
Level of theory: ωB97M-V/def2-TZVPD

Element x y z (Å)
C 0.01866 0.93645 -2.33028
C 1.18502 0.08551 -1.85371
N 1.26818 0.13955 -0.35017
H -0.07747 0.88488 -3.41095
H -0.93625 0.58354 -1.93134
H 0.14008 1.99463 -2.03032
H 1.06047 -0.94956 -2.13909
H 2.15922 0.46971 -2.22812
H 1.35211 1.11263 -0.05469
H 2.08031 -0.37961 -0.01066
H 0.38943 -0.23948 0.12204
C -0.36423 0.04268 2.45243
C -1.92019 -1.36810 1.37423
N -0.81882 -0.69455 1.25818
H 0.64958 -0.26576 2.71990
H -1.03531 -0.11986 3.35011
H -0.34020 1.09669 2.20927
H -2.28861 -1.94390 0.53599
H -2.52197 -1.38544 2.31718

**Orbital gap (alpha / beta)**: 2.8867 / 7.8945 eV
**Multiplicity**: 2
**HOMO level (alpha / beta)**: -2.80 / -7.83 eV
**LUMO (alpha / beta)**: 0.08 / 0.06 eV

Here are the natural (NBO) charges for atoms 1 to 5, given in e: C -0.638; C -0.212; N -0.723; H 0.232; H 0.248

(b)
Formula: C4H13N2
Source: the OMol25 dataset
Level of theory: ωB97M-V/def2-TZVPD

Element x y z (Å)
N -1.37835 0.43556 -1.73213
C -1.62831 -0.24877 -0.42493
C -0.62038 0.17932 0.62527
N 0.75353 -0.09187 0.13830
C 1.23280 -1.36051 0.70319
C 1.60923 0.99784 0.59248
H -2.03252 0.05993 -2.47436
H -0.40236 0.20978 -2.00601
H -1.47401 1.48389 -1.65746
H -1.59652 -1.31869 -0.61821
H -2.64702 -0.02758 -0.11626
H -0.87668 -0.35167 1.54043
H -0.71978 1.24056 0.85057
H 1.86430 -1.18864 1.58349
H 1.92959 -1.84127 0.01877
H 0.39985 -1.99191 0.99484
H 1.69293 1.01574 1.68638
H 1.27142 1.91866 0.11344
H 2.62229 0.87960 0.18221

**Orbital gap (alpha / beta)**: 4.3677 / 10.2792 eV
**Multiplicity**: 2
**HOMO level (alpha / beta)**: -3.42 / -9.47 eV
**LUMO (alpha / beta)**: 0.95 / 0.81 eV

Here are the natural (NBO) charges for atoms 1 to 5, given in e: N -1.090; C -0.316; C -0.249; N -0.457; C -0.420

Energetically preferred structure: (b) | next structure: +0.436 eV

(a)
Formula: C5H10
Source: the OMol25 dataset
Level of theory: ωB97M-V/def2-TZVPD

Element x y z (Å)
C -1.38494 0.97368 0.24713
C -0.17533 0.54648 1.12022
C 0.97469 -0.23456 0.32998
C 0.91603 -0.25942 -1.17826
C 0.59356 -1.51352 -0.40529
H -2.31209 0.41945 0.45034
H -1.60002 2.05074 0.26664
H -1.13667 0.77226 -0.81557
H 0.26847 1.43488 1.60465
H -0.48777 -0.13751 1.92383
H 1.92547 -0.18384 0.87705
H 1.72788 -0.13365 -1.89781
H 0.00691 0.24139 -1.52890
H -0.46999 -1.74811 -0.36590
H 1.20291 -2.42476 -0.45077

**Orbital gap**: 11.4632 eV
**Multiplicity**: 1
**SMILES**: CCC1CC1
**HOMO level**: -10.15 eV
**LUMO**: 1.32 eV

Here are the natural (NBO) charges for atoms 1 to 5, given in e: C -0.620; C -0.400; C -0.217; C -0.424; C -0.432

(b)
Formula: C5H10
Source: the OMol25 dataset
Level of theory: ωB97M-V/def2-TZVPD

Element x y z (Å)
C 1.87344 -0.02475 0.20377
C 0.39497 -0.00794 0.05454
C -0.71649 -0.92742 0.52562
C -1.69918 -0.16428 -0.40020
C -0.55036 0.78580 -0.85279
H 2.38531 0.90912 1.15794
H 2.28517 -0.90935 0.66704
H 2.39546 0.33940 -0.66305
H 0.87010 0.65472 0.95155
H -0.61769 -1.99791 0.31965
H -0.93851 -0.81904 1.59294
H -2.53220 0.32523 0.11781
H -2.11382 -0.78078 -1.20520
H -0.68704 1.82874 -0.53678
H -0.34917 0.78846 -1.93284

**Orbital gap**: 8.8367 eV
**Multiplicity**: 1
**HOMO level**: -7.90 eV
**LUMO**: 0.94 eV

Here are the natural (NBO) charges for atoms 1 to 5, given in e: C -0.517; C -0.344; C -0.389; C -0.388; C -0.391

(c)
Formula: C5H10
Source: the OMol25 dataset
Level of theory: ωB97M-V/def2-TZVPD

Element x y z (Å)
C 0.08020 1.88784 0.00160
C -0.38319 0.45543 0.26586
C -0.50948 -0.44167 -0.97512
C 0.11508 -1.57798 -0.14642
C 0.62761 -0.51815 0.86519
H 1.04705 1.84426 -0.49117
H -0.61919 2.41707 -0.62874
H 0.18691 2.45254 0.94708
H -1.29372 0.48921 0.92301
H -1.49114 -0.54251 -1.44482
H 0.19625 -0.05740 -1.75825
H 0.83722 -2.31912 -0.58253
H -0.66064 -2.17813 0.35000
H 1.68441 -0.20824 0.65794
H 0.53155 -0.73048 1.96082

**Orbital gap**: 11.8719 eV
**Multiplicity**: 1
**SMILES**: CC1CCC1
**HOMO level**: -10.57 eV
**LUMO**: 1.30 eV

Here are the natural (NBO) charges for atoms 1 to 5, given in e: C -0.602; C -0.210; C -0.405; C -0.399; C -0.401

(d)
Formula: C5H10
Source: the OMol25 dataset
Level of theory: ωB97M-V/def2-TZVPD

Element x y z (Å)
C -2.25455 1.04949 -0.26711
C -1.16498 0.03926 -0.31689
C -0.14224 0.03906 0.58420
C 1.03284 -0.95069 0.62797
C 2.07880 -0.48953 -0.37652
H -2.31953 1.71737 0.64716
H -3.16452 0.53344 -0.38307
H -2.25742 1.51412 -1.02784
H -1.05791 -0.40459 -1.22566
H -0.11592 0.80649 1.62910
H 0.52236 -1.92964 0.34411
H 1.33821 -0.72179 1.61976
H 2.72436 0.57002 -0.19262
H 2.95076 -1.39851 -0.36832
H 1.82975 -0.37450 -1.29427

**Orbital gap**: 10.1777 eV
**Multiplicity**: 1
**SMILES**: C/C=C/CC
**HOMO level**: -8.97 eV
**LUMO**: 1.21 eV

Here are the natural (NBO) charges for atoms 1 to 5, given in e: C -0.590; C -0.221; C -0.133; C -0.486; C -0.555

Energetically preferred structure: (c) | next structure: +0.646 eV

(a)
Formula: C5H10
Source: the OMol25 dataset
Level of theory: ωB97M-V/def2-TZVPD

Element x y z (Å)
C -1.67066 0.28738 0.31233
C -0.48248 -0.26090 -0.51097
C 0.87279 -0.17289 0.14284
C 1.69002 0.85646 -0.16739
C 0.89523 -1.16674 1.08131
H -2.19058 -0.46388 0.88436
H -1.29178 1.05677 0.98953
H -2.37960 0.83155 -0.31270
H -0.75652 -1.28827 -0.75998
H -0.31942 0.33568 -1.64689
H 2.69238 0.82457 0.23704
H 1.34340 1.76164 -0.64570
H -0.12289 0.59610 -2.48859
H 0.46649 -2.11891 0.78837
H 1.25363 -1.07855 2.09647

**Orbital gap**: 5.9179 eV
**Multiplicity**: 1
**HOMO level**: -7.09 eV
**LUMO**: -1.17 eV

Here are the natural (NBO) charges for atoms 1 to 5, given in e: C -0.631; C -0.225; C -0.123; C -0.432; C -0.325

(b)
Formula: C5H10
Source: the OMol25 dataset
Level of theory: ωB97M-V/def2-TZVPD

Element x y z (Å)
C -2.00190 -0.25516 -0.01497
C -0.64088 -0.79371 0.11237
C 0.49050 -0.05857 0.09168
C 0.38282 1.44196 0.06565
C 1.83922 -0.72439 0.00176
H -2.77045 -1.17100 -0.51063
H -2.38975 -0.03533 1.11020
H -2.10170 0.81152 -0.65173
H -0.50486 -1.84599 0.02252
H 1.32885 1.90462 0.05911
H -0.16429 1.59260 -0.93308
H -0.31960 1.77733 0.79462
H 2.64462 0.04176 -0.24251
H 2.19655 -1.32493 0.94735
H 2.01087 -1.36070 -0.85234

**Orbital gap**: 9.6151 eV
**Multiplicity**: 1
**SMILES**: CC=C(C)C
**HOMO level**: -8.56 eV
**LUMO**: 1.06 eV

Here are the natural (NBO) charges for atoms 1 to 5, given in e: C -0.654; C -0.243; C 0.019; C -0.649; C -0.649

(c)
Formula: C5H10
Source: the OMol25 dataset
Level of theory: ωB97M-V/def2-TZVPD

Element x y z (Å)
C 0.72986 1.53954 -1.30465
C 0.48918 0.19168 -1.88119
C 0.41658 0.18550 -0.31093
C -0.18572 -1.14562 0.19005
C 0.30567 -1.59211 1.55049
H -2.07680 2.25702 1.12093
H -1.84751 2.18964 0.42711
H -0.04027 2.33970 -1.42118
H -0.45287 -0.19523 -2.22058
H 1.39125 -0.35582 -2.20143
H 1.35497 0.25141 0.21763
H -1.26167 -1.08551 0.10907
H 1.31935 -1.97213 1.72167
H -0.31114 -2.07265 2.33870
H 0.16912 -0.53540 1.66430

**Orbital gap**: 6.1991 eV
**Multiplicity**: 1
**HOMO level**: -7.29 eV
**LUMO**: -1.09 eV

Here are the natural (NBO) charges for atoms 1 to 5, given in e: C -0.305; C -0.425; C -0.332; C 0.027; C -0.696

Energetically preferred structure: (b) | next structure: +4.215 eV